#i
A cluster of 2 separate species, C4H13N2OS in total, computed with ωB97M-V/def2-TZVPD.

The geometry in XYZ format:
```
21
Properties=species:S:1:pos:R:3
C 1.029 -1.067 0.155
N 0.948 -0.355 -1.162
C 1.806 0.846 -1.241
N 1.892 1.743 -0.164
C 0.300 -0.615 1.379
C -1.214 -0.478 1.034
S -1.484 1.218 0.065
H 0.662 -2.111 -0.055
H 2.120 -1.089 0.290
H -0.055 -0.156 -0.996
H 1.450 1.420 -2.102
H 2.836 0.564 -1.422
H 0.872 2.000 0.071
H 2.225 1.184 0.676
H 0.602 0.408 1.674
H 0.401 -1.404 2.170
H -1.516 -1.178 0.226
H -1.999 -0.411 1.870
H -2.811 0.062 -0.815
H -4.414 -0.033 -0.674
O -3.649 -0.548 -0.977
```

Charge   -1
LUMO energy   3.94 eV
Multiplicity   1
Gap between HOMO and LUMO   7.265 eV

Here are the Löwdin charges for atoms 1 to 5, given in e: C -0.31; N -0.09; C -0.40; N -0.05; C -0.32



#ii
A cluster of 2 separate species, C4H13N2OS in total, computed with ωB97M-V/def2-TZVPD.

The geometry in XYZ format:
```
21
Properties=species:S:1:pos:R:3
N -0.486 -2.162 -0.679
C 0.162 -0.924 -1.216
C 1.038 -0.241 -0.162
S 1.603 -1.219 1.322
C -0.996 -0.082 -1.793
N -1.394 1.232 -1.275
C -0.458 2.306 -1.711
H 0.252 -2.652 -0.164
H -1.067 -1.847 0.098
H 0.840 -1.353 -1.969
H 1.980 0.249 -0.454
H 0.488 0.521 0.406
H -1.881 -0.717 -1.620
H -1.007 -0.118 -2.896
H -1.290 1.141 -0.271
H 0.031 1.970 -2.629
H 0.266 2.645 -0.975
H -1.146 3.125 -1.991
H -0.998 1.610 2.518
H -0.181 1.315 3.802
O -0.973 1.751 3.449
```

Charge   -1
LUMO energy   3.64 eV
Multiplicity   1
Gap between HOMO and LUMO   6.367 eV

Here are the Löwdin charges for atoms 1 to 5, given in e: N -0.04; C -0.45; C -0.69; S 0.10; C -0.24



#iii
A cluster of 2 separate species, C4H13N2OS in total, computed with ωB97M-V/def2-TZVPD.

The geometry in XYZ format:
```
21
Properties=species:S:1:pos:R:3
C 1.466 0.453 0.911
N 0.321 0.637 1.933
C -1.061 0.372 1.458
N -1.454 -0.920 1.119
C 1.398 -0.676 -0.166
C 0.767 -0.146 -1.346
S -0.010 -1.493 -2.517
H 1.579 1.471 0.356
H 2.297 0.240 1.603
H 0.624 0.017 2.748
H -1.327 1.157 0.603
H -1.663 0.713 2.320
H -0.750 -1.548 0.660
H -2.230 -0.985 0.390
H 1.099 -1.678 0.285
H 2.486 -1.005 -0.524
H 0.001 0.616 -1.171
H 1.442 0.382 -2.146
H -1.622 0.027 -1.977
H -1.343 1.426 -2.448
O -2.021 0.940 -2.090
```

Charge   -1
LUMO energy   3.80 eV
Multiplicity   1
Gap between HOMO and LUMO   6.799 eV

Here are the Löwdin charges for atoms 1 to 5, given in e: C -0.22; N -0.09; C -0.41; N -0.02; C -0.37



Tell me which of them is the least stable. Sure, it is #iii.



#i
A cluster of 2 separate species, C3H6F2N2 in total, computed with ωB97M-V/def2-TZVPD.

The geometry in XYZ format:
```
13
Properties=species:S:1:pos:R:3
C -0.275 0.644 0.737
C -0.679 0.677 -0.746
C 0.024 -1.458 -0.172
N -0.032 -0.816 1.002
N -0.650 -0.750 -1.154
F 0.110 1.478 -1.473
F -0.117 -2.737 -0.310
H 0.542 1.180 0.991
H -1.127 1.048 1.236
H -1.707 0.951 -0.737
H 2.287 -0.750 -0.604
H 0.354 -0.956 1.902
H -0.241 -1.029 -2.026
```

LUMO energy (spin up / spin down)   0.81 / 0.32 eV
Multiplicity   1
Gap between HOMO and LUMO (spin up / spin down)   8.486 / 6.842 eV

Here are the Löwdin charges for atoms 1 to 5, given in e: C -0.06; C -0.33; C -0.54; N 0.09; N 0.12



#ii
The molecule C3H6F2N2, computed with ωB97M-V/def2-TZVPD.

The geometry in XYZ format:
```
13
Properties=species:S:1:pos:R:3
C 1.950 0.489 -0.311
C -0.780 0.035 0.272
C -2.207 -0.177 0.310
H 1.390 0.963 -1.115
H 1.956 1.235 0.524
H 2.939 0.326 -0.630
H 1.839 -1.577 -0.245
H -0.481 1.120 0.337
H -2.533 -0.322 1.326
N 1.344 -0.782 0.103
N 0.016 -0.933 0.115
F -2.889 0.890 -0.229
F -2.544 -1.266 -0.457
```

LUMO energy   0.94 eV
SMILES   CN/N=C/C(F)F
Multiplicity   1
Gap between HOMO and LUMO   10.081 eV

Here are the Löwdin charges for atoms 1 to 5, given in e: C -0.10; C -0.13; C -0.39; H 0.08; H 0.09



#iii
The molecule C3H6F2N2, computed with ωB97M-V/def2-TZVPD.

The geometry in XYZ format:
```
13
Properties=species:S:1:pos:R:3
C 0.085 -0.414 -0.858
C 0.890 0.209 0.311
C 0.080 1.030 -0.635
H -1.783 -0.513 -0.087
H -1.002 -2.079 -0.413
H 0.835 -0.760 -1.553
H 1.938 0.287 0.180
H -0.478 0.663 1.691
H 0.401 -0.794 2.079
N -1.149 -1.132 -0.841
N 0.427 0.172 1.633
F 0.824 1.883 -1.371
F -1.068 1.448 -0.137
```

LUMO energy   0.76 eV
SMILES   N[C@@H]1[C@H](N)C1(F)F
Multiplicity   1
Gap between HOMO and LUMO   9.598 eV

Here are the Löwdin charges for atoms 1 to 5, given in e: C -0.26; C -0.24; C -0.51; H 0.16; H 0.09



Tell me which of them is the least stable. Sure, it is #i.



#i
A cluster of 3 separate species, C2H10N2O3 in total, computed with ωB97M-V/def2-TZVPD.

The geometry in XYZ format:
```
17
Properties=species:S:1:pos:R:3
O 2.604 0.934 1.208
C 2.031 0.680 0.181
N 0.992 1.403 -0.364
C 0.125 2.144 0.601
N 0.771 3.166 1.313
H 2.209 -0.277 -0.353
H 0.518 0.848 -1.061
H -0.690 2.539 -0.009
H -0.326 1.399 1.257
H 1.008 3.000 2.273
H 0.639 4.136 1.100
H -1.646 -5.798 -0.601
H -2.337 -4.497 -0.697
O -1.603 -4.974 -1.103
H -0.686 -1.868 -1.246
H -2.053 -1.186 -1.589
O -1.557 -1.648 -0.910
```

LUMO energy   0.47 eV
SMILES   NCNC=O.O.O
Multiplicity   1
Gap between HOMO and LUMO   9.434 eV

Here are the Löwdin charges for atoms 1 to 5, given in e: O 0.03; C -0.38; N 0.02; C -0.29; N 0.03



#ii
A cluster of 3 separate species, C2H10N2O3 in total, computed with ωB97M-V/def2-TZVPD.

The geometry in XYZ format:
```
17
Properties=species:S:1:pos:R:3
O -1.543 2.386 -1.186
C -0.986 2.089 -0.159
N -0.129 1.039 -0.022
C 0.298 0.337 -1.188
N -0.433 -0.925 -1.350
H -1.165 2.732 0.709
H -0.083 0.717 0.894
H 0.211 0.958 -2.078
H 1.359 0.083 -1.111
H -0.102 -1.451 -2.147
H -1.421 -0.755 -1.501
H 0.105 -1.310 2.096
H -1.344 -1.356 2.415
O -0.626 -0.722 2.335
H 2.421 -0.683 1.025
H 1.567 -1.674 0.191
O 1.871 -1.466 1.078
```

LUMO energy   0.60 eV
SMILES   NCNC=O.O.O
Multiplicity   1
Gap between HOMO and LUMO   10.327 eV

Here are the Löwdin charges for atoms 1 to 5, given in e: O 0.01; C -0.36; N 0.04; C -0.29; N 0.02



Tell me which of them is the least stable. Sure, it is #i.